This record from the OMol25 dataset describes a 2-piece molecular cluster, C16H17NO overall in a non-equilibrium geometry. The level of theory is ωB97M-V with the def2-TZVPD basis set.

Molecular weight ... 239.3 g mol⁻¹
Frontier orbital gap ... 0.30355 Eh
Strongest force on any atom ... 5.084 eV/Å
ΔE to the lowest compared entry with this formula, charge and spin ... 3.241 eV
Electronic energy ... -749.7812 a.u.
SMILES ... Cc1c[nH]c2ccccc12.Cc1ccc(O)cc1

Atoms and positions in Å:
O  0.99  4.16  -1.17
N  1.71  0.02  0.47
C  1.28  -3.55  0.85
C  -0.27  -1.72  3.08
C  0.58  -1.27  1.97
C  2.47  -3.14  -1.32
C  1.28  -2.14  1.03
C  1.92  -3.93  -0.29
C  -0.02  3.31  -1.07
C  -2.40  3.20  -0.47
C  0.70  0.03  1.50
C  2.58  -1.80  -1.11
C  2.03  -1.32  0.19
C  -1.27  3.92  -0.66
C  -3.62  0.84  -0.61
C  0.02  1.99  -1.62
C  -1.18  1.22  -1.41
C  -2.38  1.78  -0.88
H  0.90  1.56  -2.29
H  -0.38  -0.98  3.82
H  -3.85  0.94  0.41
H  2.81  -3.70  -2.25
H  0.30  -2.56  3.64
H  -3.20  -0.12  -0.90
H  2.00  -5.02  -0.47
H  2.19  0.83  0.20
H  -3.40  3.57  -0.19
H  -1.24  5.07  -0.52
H  -1.23  0.07  -1.73
H  -4.32  1.28  -1.31
H  3.08  -1.18  -1.78
H  0.29  1.12  1.80
H  -1.25  -2.03  2.95
H  1.90  3.68  -1.51
H  0.95  -4.14  1.65

Mulliken population analysis, charges in e, atoms 1 to 2: -0.592 0.041